{
  "formula": "C4H13N3",
  "method": "the ωB97M-V functional and the def2-TZVPD basis",
  "homo_lumo_gap_ha": 0.3012,
  "relative_energy_ev": 1.406,
  "homo_ev": -7.20,
  "smiles": "C=C(N)NC.CN",
  "elements": ["C", "N", "C", "N", "C", "H", "H", "H", "H", "H", "H", "H", "H", "C", "N", "H", "H", "H", "H", "H"],
  "xyz": [[-1.91140, 1.82350, 0.85572], [-1.21147, 0.92641, 1.77099], [0.61691, -0.94042, -0.09759], [1.12241, 0.16975, 0.53093], [-0.23941, -1.79016, 0.54861], [-1.51420, 1.07638, 2.72802], [1.38125, 0.92753, -0.08302], [0.34171, 0.57213, 1.27475], [-3.00448, 1.75036, 0.91084], [-1.60681, 1.57255, -0.15916], [-1.60670, 2.84891, 1.05552], [-0.57863, -2.68511, 0.05109], [-0.17145, -1.88598, 1.62033], [1.90675, -0.45039, -2.15699], [0.76688, -1.03206, -1.48018], [0.50529, -1.94123, -1.83244], [-1.39486, -0.07884, 1.51795], [1.89599, 0.63807, -2.04955], [2.87194, -0.82391, -1.78547], [1.83027, -0.67749, -3.22035]],
  "atomic_forces_ev_per_a": [[-0.003, -0.153, -0.074], [-0.516, -1.082, 0.186], [-1.508, 0.190, -0.251], [-1.260, 1.032, 1.775], [0.864, -0.498, -0.005], [0.070, -0.093, -0.106], [0.155, -0.145, -0.133], [2.027, -0.894, -1.749], [0.122, 0.055, -0.004], [-0.022, 0.041, -0.075], [-0.067, 0.080, -0.012], [-0.091, -0.044, -0.212], [-0.134, 0.283, 0.200], [0.135, 0.076, 0.113], [0.169, -0.155, 0.066], [0.064, 0.098, 0.094], [0.019, 1.184, 0.297], [0.060, -0.097, -0.111], [-0.098, 0.067, -0.060], [0.013, 0.056, 0.061]],
  "nbo_charge": [-0.41, -0.86, 0.40, -0.88, -0.72, 0.37, 0.36, 0.44, 0.18, 0.20, 0.19, 0.19, 0.20, -0.41, -0.62, 0.38, 0.40, 0.19, 0.18, 0.21]
}

{
  "formula": "C4H13N3",
  "method": "the ωB97M-V functional and the def2-TZVPD basis",
  "homo_lumo_gap_ha": 0.3552,
  "relative_energy_ev": 0.819,
  "homo_ev": -8.62,
  "smiles": "C[C@H](N)CNCN",
  "elements": ["C", "N", "C", "N", "C", "C", "N", "H", "H", "H", "H", "H", "H", "H", "H", "H", "H", "H", "H", "H"],
  "xyz": [[0.51545, -0.51809, 0.33224], [-0.30746, -0.34514, -0.84535], [-1.63971, -0.84852, -0.78405], [-1.70486, -2.26173, -0.38595], [1.23799, 0.78047, 0.76061], [0.27837, 1.79428, 1.39237], [1.91038, 1.40126, -0.38282], [-0.13907, -0.67860, 1.19206], [1.16120, -1.38665, 0.22855], [0.15045, -0.42686, -1.74546], [-2.18581, -0.28930, -0.00948], [-2.26458, -0.69423, -1.67031], [-2.57435, -2.50275, 0.06874], [-1.58186, -2.93680, -1.12003], [2.04472, 0.45182, 1.43358], [0.71296, 2.69332, 1.81657], [-0.27234, 1.30841, 2.21588], [-0.45392, 2.01074, 0.61131], [1.44686, 1.24319, -1.25379], [2.06117, 2.38124, -0.23072]],
  "atomic_forces_ev_per_a": [[-0.390, 0.796, 0.383], [-0.290, 0.672, -0.722], [-0.946, -0.569, 0.594], [-0.062, -0.190, 0.611], [0.857, 0.222, -0.685], [-0.778, -1.406, 0.367], [0.774, -0.574, 0.326], [-0.143, -0.589, -0.249], [0.368, 0.103, 0.182], [-0.064, -0.315, 0.386], [0.189, -0.182, 0.081], [0.758, 0.381, -0.430], [-0.060, 0.177, 0.090], [0.194, 0.097, -0.484], [-0.378, 0.229, 0.267], [0.341, 0.114, -0.322], [0.101, 0.185, -0.119], [-0.021, 0.381, 0.125], [-0.448, 0.199, -0.252], [-0.003, 0.268, -0.148]],
  "nbo_charge": [-0.22, -0.67, -0.04, -0.87, -0.05, -0.63, -0.85, 0.20, 0.20, 0.37, 0.17, 0.17, 0.36, 0.35, 0.18, 0.21, 0.20, 0.21, 0.36, 0.36]
}

{
  "formula": "C4H13N3",
  "method": "the ωB97M-V functional and the def2-TZVPD basis",
  "homo_lumo_gap_ha": [0.3532, 0.3532],
  "relative_energy_ev": 7.119,
  "homo_ev": [-17.68, -17.68],
  "total_charge": 2,
  "elements": ["C", "C", "C", "C", "N", "N", "N", "H", "H", "H", "H", "H", "H", "H", "H", "H", "H", "H", "H", "H"],
  "xyz": [[-0.34684, 0.53163, -1.32208], [1.03244, -0.05858, 0.57986], [1.05320, -0.15209, 2.92832], [1.96514, -0.89457, 0.14372], [0.05533, 0.62461, 0.09980], [-1.59514, -0.18525, -1.59977], [-2.58652, 0.50798, -0.86295], [-0.70541, 1.55229, -1.64384], [0.58128, 0.28439, -1.95334], [0.68516, 0.84903, 3.31507], [2.12115, -0.22992, 2.90504], [0.50808, -1.05754, 2.64552], [1.91740, -1.78132, 0.75859], [2.99811, -0.39669, 0.26396], [1.90104, -1.19739, -0.91080], [-0.44657, 1.23837, 0.69128], [-1.66274, -0.04218, -2.63376], [-1.50759, -1.26114, -1.37819], [-3.54757, 0.14117, -0.96096], [-2.41994, 1.52721, -1.06547]],
  "atomic_forces_ev_per_a": [[1.963, 2.872, -0.448], [-3.283, 4.070, 6.590], [-0.161, 1.490, -3.721], [4.276, -2.504, -3.256], [0.191, -1.629, -2.391], [0.647, -2.467, -0.664], [-0.248, 0.747, 0.503], [1.278, -0.611, 0.294], [-1.839, -0.187, 0.747], [-0.055, -1.744, -0.431], [0.447, -0.259, 0.453], [-0.233, 0.439, 1.269], [0.496, -0.441, 0.301], [-1.306, -0.776, 0.155], [0.127, -0.112, -0.018], [-0.715, 0.546, 0.667], [-0.478, -0.785, 0.445], [-0.697, 2.368, -0.378], [0.758, 0.396, -0.321], [-1.168, -1.412, 0.203]],
  "nbo_charge": [-0.11, 0.46, -0.31, -0.82, -0.54, -0.36, -0.65, 0.23, 0.29, 0.25, 0.21, 0.22, 0.31, 0.36, 0.24, 0.45, 0.45, 0.47, 0.44, 0.39]
}

{
  "formula": "C4H13N3O",
  "method": "the ωB97M-V functional and the def2-TZVPD basis",
  "multiplicity": 2,
  "homo_lumo_gap_ha": [0.1271, 0.3261],
  "relative_energy_ev": 2.802,
  "homo_ev": [0.44, -5.04],
  "s_squared": 0.7512,
  "total_charge": -1,
  "elements": ["N", "C", "N", "N", "H", "H", "H", "H", "H", "H", "C", "O", "C", "C", "H", "H", "H", "H", "H", "H", "H"],
  "xyz": [[-1.87315, -1.15287, 1.95673], [-2.03278, -0.31570, 0.73979], [-1.05481, 0.33307, 0.11435], [-3.32947, -0.41443, 0.11313], [-1.65279, -0.56742, 2.73155], [-2.77524, -1.58421, 2.13758], [0.25939, -0.04703, 0.79731], [-1.15459, -0.81684, -0.13990], [-4.12537, -0.24017, 0.74861], [-3.31371, 0.43511, -0.46657], [2.13532, -0.61852, 0.02036], [1.26162, -0.28361, 1.08741], [2.47554, 0.63024, -0.87717], [1.25487, 1.19925, -1.62560], [1.78097, -1.37986, -0.66115], [3.08872, -0.89161, 0.50318], [3.30639, 0.31609, -1.55226], [2.83637, 1.46109, -0.23093], [1.50664, 2.13973, -2.14552], [0.41308, 1.35102, -0.88891], [0.99301, 0.44668, -2.36199]],
  "atomic_forces_ev_per_a": [[-1.062, 1.082, -2.837], [-1.940, -1.841, 1.051], [-1.305, -2.005, 0.902], [1.328, 1.421, 0.752], [0.639, 0.782, 1.004], [-0.125, -0.053, 0.160], [1.734, -0.146, -0.095], [1.414, 1.110, -0.991], [0.079, -0.482, 0.541], [-0.204, -0.335, -0.463], [0.178, 2.513, 0.562], [-0.384, -0.298, -0.431], [0.042, 0.189, 0.644], [0.253, -0.137, 0.785], [-0.283, -0.691, -0.020], [-0.294, -0.426, -0.308], [-0.479, 0.356, 0.177], [0.147, -0.703, -0.122], [-0.132, -0.320, 0.179], [0.998, -0.046, -1.200], [-0.604, 0.032, -0.291]],
  "nbo_charge": [-0.91, 0.28, -0.86, -0.98, 0.33, 0.33, 0.48, 0.38, 0.23, 0.35, -0.05, -0.82, -0.41, -0.64, 0.14, 0.16, 0.17, 0.19, 0.18, 0.27, 0.18]
}

{
  "formula": "C4H13N3O",
  "method": "the ωB97M-V functional and the def2-TZVPD basis",
  "homo_lumo_gap_ha": 0.3676,
  "relative_energy_ev": 1.153,
  "homo_ev": -9.13,
  "smiles": "C[C@@H](C(N)N)[C@@H](N)O",
  "elements": ["C", "C", "C", "C", "N", "N", "N", "O", "H", "H", "H", "H", "H", "H", "H", "H", "H", "H", "H", "H", "H"],
  "xyz": [[-0.04302, -1.49297, -0.05452], [0.77252, 0.78612, 0.76998], [0.13192, 0.00155, -0.41002], [-1.17968, 0.62524, -0.91573], [-0.13526, 1.36954, 1.72393], [1.49795, 1.94430, 0.31436], [-0.49419, -2.28333, -1.17755], [1.19484, -2.06116, 0.30831], [1.75715, -1.96092, -0.47683], [-0.72813, -1.61537, 0.79020], [1.47855, 0.14686, 1.30881], [0.84973, 0.04875, -1.24308], [0.87063, 2.59152, -0.14841], [-0.71288, 0.64302, 2.14080], [-0.77244, 2.00616, 1.25397], [1.82145, 2.42260, 1.15424], [-0.23950, -3.25011, -0.98032], [-1.51299, -2.27300, -1.20562], [-1.50832, 0.15410, -1.84778], [-1.06180, 1.69404, -1.12049], [-1.98656, 0.50308, -0.18424]],
  "atomic_forces_ev_per_a": [[0.481, 0.309, -0.140], [-0.113, 0.690, -0.234], [-0.023, -0.034, -0.129], [0.083, -0.200, 0.116], [-1.341, -1.053, 1.203], [1.348, 0.165, -0.893], [-0.863, -0.187, -0.458], [0.328, 0.185, 0.232], [-0.027, -0.065, 0.268], [0.227, 0.131, 0.358], [-0.204, -0.075, -0.146], [-0.028, -0.168, 0.182], [-0.031, 0.014, -0.106], [-0.158, 0.117, 0.233], [0.047, -0.046, 0.021], [-0.020, -0.035, -0.308], [-0.058, 0.192, -0.010], [0.159, 0.038, -0.303], [0.154, 0.038, 0.130], [-0.030, -0.090, 0.033], [0.070, 0.074, -0.049]],
  "nbo_charge": [0.25, 0.10, -0.27, -0.63, -0.84, -0.83, -0.86, -0.72, 0.47, 0.14, 0.20, 0.22, 0.34, 0.34, 0.35, 0.37, 0.37, 0.36, 0.23, 0.21, 0.20]
}

{
  "formula": "C4H13N3O",
  "method": "the ωB97M-V functional and the def2-TZVPD basis",
  "homo_lumo_gap_ha": 0.3653,
  "relative_energy_ev": 3.154,
  "homo_ev": -9.05,
  "smiles": "CC(=O)N(C)N.CN",
  "elements": ["C", "C", "N", "H", "H", "H", "H", "H", "H", "H", "C", "N", "C", "N", "O", "H", "H", "H", "H", "H", "H"],
  "xyz": [[2.36511, -0.62252, -1.61664], [0.64814, 0.80335, 0.91285], [1.29140, -1.19734, -0.82332], [1.42468, -2.18320, -0.64133], [2.53631, -1.13924, -2.57312], [3.29470, -0.64900, -1.04376], [2.11865, 0.41855, -1.83271], [1.11767, 1.56787, 0.31170], [1.27480, -0.05947, 1.11536], [0.25143, 1.12309, 1.87712], [-1.69456, -1.13253, 1.30959], [-0.87119, 0.77020, 0.03050], [-1.90990, 0.24803, 0.73485], [-1.07804, 2.02859, -0.53841], [-2.95958, 0.86742, 0.88535], [0.36920, -1.01246, -1.21102], [-1.65945, 1.91714, -1.37544], [-1.55722, 2.67299, 0.09577], [-1.08049, -1.08036, 2.20658], [-1.22283, -1.79290, 0.58690], [-2.65883, -1.54821, 1.58920]],
  "atomic_forces_ev_per_a": [[-0.126, -0.227, -0.230], [-3.205, 0.719, -0.351], [-0.011, -0.462, -0.217], [-0.116, 0.011, -0.270], [0.065, 0.168, 0.083], [-0.008, 0.069, -0.056], [0.106, -0.020, 0.011], [0.213, 0.127, 0.273], [-0.709, -0.292, -0.876], [0.335, 0.690, -0.061], [-0.207, 0.047, -0.003], [3.396, -0.447, 0.884], [-1.150, 0.256, 0.857], [0.142, 0.476, -0.406], [0.423, -0.614, -0.232], [0.333, -0.180, 0.101], [0.300, 0.028, 0.530], [-0.064, -0.428, -0.070], [0.139, -0.009, 0.019], [0.184, 0.011, 0.006], [-0.041, 0.077, 0.008]],
  "nbo_charge": [-0.41, -0.39, -0.86, 0.36, 0.17, 0.19, 0.20, 0.22, 0.24, 0.18, -0.71, -0.32, 0.65, -0.67, -0.62, 0.37, 0.36, 0.35, 0.23, 0.22, 0.24]
}

Repeat the fifth record exactly.
{
  "formula": "C4H13N3O",
  "method": "the ωB97M-V functional and the def2-TZVPD basis",
  "homo_lumo_gap_ha": 0.3676,
  "relative_energy_ev": 1.153,
  "homo_ev": -9.13,
  "smiles": "C[C@@H](C(N)N)[C@@H](N)O",
  "elements": ["C", "C", "C", "C", "N", "N", "N", "O", "H", "H", "H", "H", "H", "H", "H", "H", "H", "H", "H", "H", "H"],
  "xyz": [[-0.04302, -1.49297, -0.05452], [0.77252, 0.78612, 0.76998], [0.13192, 0.00155, -0.41002], [-1.17968, 0.62524, -0.91573], [-0.13526, 1.36954, 1.72393], [1.49795, 1.94430, 0.31436], [-0.49419, -2.28333, -1.17755], [1.19484, -2.06116, 0.30831], [1.75715, -1.96092, -0.47683], [-0.72813, -1.61537, 0.79020], [1.47855, 0.14686, 1.30881], [0.84973, 0.04875, -1.24308], [0.87063, 2.59152, -0.14841], [-0.71288, 0.64302, 2.14080], [-0.77244, 2.00616, 1.25397], [1.82145, 2.42260, 1.15424], [-0.23950, -3.25011, -0.98032], [-1.51299, -2.27300, -1.20562], [-1.50832, 0.15410, -1.84778], [-1.06180, 1.69404, -1.12049], [-1.98656, 0.50308, -0.18424]],
  "atomic_forces_ev_per_a": [[0.481, 0.309, -0.140], [-0.113, 0.690, -0.234], [-0.023, -0.034, -0.129], [0.083, -0.200, 0.116], [-1.341, -1.053, 1.203], [1.348, 0.165, -0.893], [-0.863, -0.187, -0.458], [0.328, 0.185, 0.232], [-0.027, -0.065, 0.268], [0.227, 0.131, 0.358], [-0.204, -0.075, -0.146], [-0.028, -0.168, 0.182], [-0.031, 0.014, -0.106], [-0.158, 0.117, 0.233], [0.047, -0.046, 0.021], [-0.020, -0.035, -0.308], [-0.058, 0.192, -0.010], [0.159, 0.038, -0.303], [0.154, 0.038, 0.130], [-0.030, -0.090, 0.033], [0.070, 0.074, -0.049]],
  "nbo_charge": [0.25, 0.10, -0.27, -0.63, -0.84, -0.83, -0.86, -0.72, 0.47, 0.14, 0.20, 0.22, 0.34, 0.34, 0.35, 0.37, 0.37, 0.36, 0.23, 0.21, 0.20]
}